This record from the OMol25 dataset describes C26H50Cl32N3O6S3 as an isolated structure in a non-equilibrium geometry. The level of theory is ωB97M-V/def2-TZVPD.

HOMO-LUMO gap   7.6 eV
F_max   0.06234 Eh/bohr
HOMO energy   -6.149 eV
Spin multiplicity   1
Charge   -1

```
120
Properties=species:S:1:pos:R:3:mulliken_charge:R:1
C 1.273 0.151 5.371 -0.495
O 1.819 -0.976 4.699 -0.441
C 1.422 -0.965 3.317 0.360
C 1.366 -2.437 2.756 -0.562
C 2.198 -2.629 1.444 -0.607
C 1.835 -1.612 0.294 0.556
C 3.129 -0.910 -0.244 -0.460
S 3.202 -0.810 -2.061 1.011
O 1.913 -0.460 -2.677 -0.587
O 3.555 -2.173 -2.509 -0.692
N 4.480 0.166 -2.460 -0.508
S 4.037 1.761 -2.576 1.174
O 5.149 2.563 -2.026 -0.770
O 2.819 2.141 -1.857 -0.595
C 3.946 2.101 -4.358 0.675
C 4.223 3.610 -4.700 -0.812
S 2.654 4.571 -4.805 -0.076
C 2.491 5.664 -3.398 0.503
N 1.687 5.359 -2.383 -0.167
N 1.741 6.380 -1.488 -0.411
C 2.595 7.277 -2.007 -0.137
O 3.116 6.876 -3.191 -0.278
H 1.858 1.094 5.214 0.282
H 1.303 -0.076 6.467 0.351
H 0.206 0.347 5.125 0.134
H 0.396 -0.537 3.241 -0.103
H 2.102 -0.321 2.695 0.118
H 1.855 -3.063 3.548 0.231
H 0.325 -2.830 2.666 0.096
H 3.278 -2.610 1.741 0.182
H 1.991 -3.655 1.065 0.165
H 1.069 -0.914 0.690 -0.826
H 1.438 -2.220 -0.557 0.630
H 4.008 -1.534 0.055 0.096
H 3.307 0.093 0.218 0.254
H 4.787 1.539 -4.835 0.154
H 3.015 1.709 -4.834 -0.746
H 4.700 3.642 -5.708 0.335
H 4.924 4.079 -3.971 0.472
H 2.835 8.227 -1.521 0.488
C -1.112 0.963 -0.030 -0.368
Cl -0.151 1.491 1.355 -0.171
Cl -1.873 -0.602 0.284 0.066
H -1.887 1.701 -0.223 0.277
H -0.461 0.873 -0.897 0.242
C -2.098 2.462 5.850 0.316
Cl -1.999 1.567 4.328 -0.120
Cl -0.867 1.904 6.996 -0.197
H -1.934 3.514 5.645 0.225
H -3.083 2.318 6.290 -0.230
C -4.014 -3.625 1.687 0.140
Cl -2.452 -3.513 0.868 -0.131
Cl -4.852 -2.067 1.704 -0.134
H -4.634 -4.351 1.166 -0.242
H -3.851 -3.946 2.712 0.422
C -6.089 -3.064 -2.152 -0.362
Cl -6.129 -4.675 -1.417 -0.146
Cl -4.547 -2.259 -1.860 -0.006
H -6.235 -3.163 -3.223 0.299
H -6.888 -2.465 -1.724 0.244
C -5.918 1.186 -2.016 -0.416
Cl -4.177 1.392 -1.798 -0.063
Cl -6.284 0.353 -3.533 -0.100
H -6.309 0.599 -1.190 0.221
H -6.388 2.164 -2.032 0.346
C 7.976 1.079 -5.997 -0.257
Cl 8.061 0.418 -7.636 -0.175
Cl 6.992 2.546 -5.944 -0.119
H 7.534 0.336 -5.340 0.239
H 8.981 1.319 -5.663 0.315
C 4.706 -5.810 2.450 -0.402
Cl 5.824 -4.481 2.777 -0.114
Cl 3.054 -5.355 2.868 -0.100
H 4.748 -6.052 1.391 0.266
H 4.999 -6.674 3.038 0.370
C 2.866 8.691 1.924 -0.297
Cl 4.630 8.840 1.895 -0.175
Cl 2.263 7.873 0.476 -0.038
H 2.577 8.116 2.798 0.285
H 2.432 9.685 1.975 0.271
C 7.660 -3.909 -0.176 -0.188
Cl 6.188 -3.423 -1.016 -0.047
Cl 8.931 -4.386 -1.315 -0.199
H 8.018 -3.073 0.418 0.277
H 7.436 -4.751 0.471 0.142
C -8.996 -0.429 -6.723 -0.297
Cl -8.274 -1.918 -6.099 -0.126
Cl -9.544 0.620 -5.411 -0.142
H -8.253 0.102 -7.310 0.253
H -9.847 -0.686 -7.346 0.311
C -7.373 -7.086 1.873 -0.364
Cl -8.977 -6.956 1.144 -0.138
Cl -6.409 -5.634 1.574 -0.175
H -7.484 -7.219 2.944 0.207
H -6.860 -7.942 1.444 0.344
C 6.670 -1.426 5.576 -0.395
Cl 5.195 -0.940 4.738 -0.041
Cl 7.941 -1.897 4.438 -0.162
H 7.027 -0.593 6.174 0.335
H 6.445 -2.273 6.218 0.257
C 0.860 0.148 -6.108 0.270
Cl -0.842 0.203 -6.588 -0.183
Cl 1.719 1.612 -6.615 -0.160
H 0.920 0.062 -5.024 -0.217
H 1.329 -0.713 -6.573 0.305
C -10.134 -6.750 4.941 -0.246
Cl -9.772 -8.186 3.973 -0.143
Cl -9.167 -5.362 4.427 -0.116
H -11.186 -6.507 4.828 0.259
H -9.913 -6.964 5.982 0.274
C -1.016 5.157 -4.373 0.710
Cl -0.929 4.525 -6.021 -0.163
Cl -2.008 6.623 -4.294 -0.206
H -1.454 4.401 -3.729 0.179
H -0.015 5.392 -4.033 -0.593
C -5.182 4.514 6.596 -0.243
Cl -5.193 2.894 7.311 -0.175
Cl -3.639 5.335 6.862 -0.142
H -5.356 4.428 5.527 0.260
H -5.971 5.102 7.053 0.305
```

=====

This record from the OMol25 dataset describes C26H50Cl38O5S as an isolated structure in a non-equilibrium geometry. The level of theory is ωB97M-V/def2-TZVPD.

HOMO-LUMO gap   7.9 eV
F_max   0.34264 Eh/bohr
HOMO energy   -7.742 eV
Spin multiplicity   1
Charge   0

```
120
Properties=species:S:1:pos:R:3:mulliken_charge:R:1
C 0.277 -1.866 -1.430 -0.317
C -0.024 -0.763 -0.423 0.522
S 1.372 -0.560 0.712 -0.155
C 2.120 0.837 -0.145 -0.100
O 3.426 1.121 0.370 0.142
C 4.300 1.450 -0.627 0.407
O 4.907 0.604 -1.210 -0.508
O 4.477 2.759 -0.949 -0.408
C 3.320 3.382 -1.516 -0.501
C 2.840 2.713 -2.800 -0.616
C 1.362 2.981 -2.967 0.666
O 0.834 3.961 -2.521 -0.577
O 0.634 2.095 -3.669 -0.293
H 1.216 -1.631 -1.928 0.319
H -0.506 -1.953 -2.177 0.304
H 0.424 -2.789 -0.888 -0.277
H -0.176 0.157 -0.988 0.150
H -0.938 -0.925 0.124 -0.661
H 1.505 1.732 -0.077 0.297
H 2.202 0.565 -1.196 -0.048
H 2.508 3.496 -0.806 0.033
H 3.617 4.394 -1.760 0.487
H 3.341 3.122 -3.673 0.482
H 2.997 1.636 -2.815 0.457
H 1.121 1.272 -3.852 0.140
C 0.626 0.919 -6.889 -0.254
Cl 1.607 0.401 -8.264 -0.148
Cl 0.679 -0.256 -5.567 -0.129
H 1.006 1.864 -6.520 0.211
H -0.401 1.025 -7.218 0.339
C -3.729 0.008 -2.099 0.324
Cl -3.185 -0.836 -0.644 0.090
Cl -2.978 -0.626 -3.574 -0.155
H -4.803 -0.113 -2.177 0.424
H -3.463 1.054 -1.999 -0.570
C 1.326 1.678 4.185 0.840
Cl 1.338 1.113 5.859 -0.190
Cl -0.303 1.712 3.490 -0.127
H 1.727 2.685 4.156 0.163
H 1.932 0.996 3.591 -0.625
C -3.181 -0.512 4.230 -0.058
Cl -2.123 -1.217 3.014 0.072
Cl -3.414 -1.592 5.615 -0.169
H -2.741 0.413 4.585 0.235
H -4.144 -0.320 3.774 -0.084
C -1.978 -4.961 2.775 -0.352
Cl -1.111 -4.054 1.536 -0.022
Cl -3.526 -5.557 2.160 -0.126
H -1.369 -5.804 3.076 0.340
H -2.174 -4.307 3.618 0.133
C 5.169 -0.577 3.556 0.088
Cl 5.380 -1.109 5.233 -0.198
Cl 3.473 -0.564 3.064 -0.116
H 5.554 0.432 3.463 -0.268
H 5.713 -1.254 2.907 0.393
C -5.497 1.402 6.934 0.004
Cl -3.762 1.602 7.226 -0.166
Cl -5.902 1.419 5.210 -0.109
H -5.805 0.452 7.353 0.265
H -6.015 2.223 7.416 0.016
C 2.575 -5.386 -2.069 -0.197
Cl 1.712 -4.930 -0.600 -0.099
Cl 1.884 -4.587 -3.493 -0.150
H 3.611 -5.086 -1.968 0.308
H 2.499 -6.458 -2.209 0.142
C -4.286 4.009 -0.484 -0.341
Cl -4.987 2.678 0.445 -0.086
Cl -3.461 3.416 -1.930 -0.153
H -5.071 4.692 -0.784 0.302
H -3.558 4.513 0.140 0.271
C -6.635 -1.974 3.540 -0.411
Cl -5.532 -3.169 2.842 -0.035
Cl -7.266 -0.863 2.314 -0.033
H -7.466 -2.497 3.998 0.468
H -6.099 -1.399 4.284 -0.045
C -4.795 4.411 9.325 -0.103
Cl -4.881 6.122 9.748 -0.159
Cl -6.375 3.617 9.470 -0.180
H -4.456 4.321 8.301 0.164
H -4.104 3.919 9.998 0.291
C 1.045 -7.951 -5.286 0.106
Cl 1.379 -8.732 -3.733 -0.171
Cl 1.955 -8.689 -6.608 -0.160
H -0.012 -8.048 -5.496 0.283
H 1.326 -6.907 -5.211 -0.054
C -9.081 0.085 3.011 -0.362
Cl -7.908 0.839 1.925 -0.057
Cl -9.796 -1.370 2.309 -0.134
H -8.572 -0.189 3.928 0.169
H -9.871 0.797 3.212 0.426
C 2.542 -3.216 -9.024 -0.021
Cl 2.965 -3.976 -7.488 -0.128
Cl 3.472 -3.882 -10.373 -0.158
H 1.489 -3.385 -9.213 0.299
H 2.747 -2.156 -8.954 0.013
C -5.942 -4.372 -0.470 0.301
Cl -4.913 -3.363 -1.494 -0.108
Cl -7.466 -4.793 -1.265 -0.192
H -5.407 -5.286 -0.243 0.216
H -6.164 -3.821 0.436 -0.254
C 4.817 5.012 1.832 -0.082
Cl 4.669 6.687 2.367 -0.175
Cl 3.293 4.136 2.023 -0.020
H 5.090 5.007 0.784 0.212
H 5.577 4.516 2.425 0.091
C 7.256 -2.869 -10.106 -0.117
Cl 6.997 -1.120 -10.057 -0.152
Cl 8.876 -3.277 -10.683 -0.160
H 7.133 -3.266 -9.106 0.262
H 6.528 -3.308 -10.777 0.162
C 1.769 8.028 0.475 -0.373
Cl 3.164 8.831 -0.256 -0.157
Cl 1.404 6.495 -0.327 -0.030
H 1.995 7.829 1.516 0.237
H 0.909 8.680 0.385 0.332
C 8.303 1.327 4.340 -0.239
Cl 9.404 0.156 3.615 -0.147
Cl 7.302 2.132 3.117 -0.134
H 7.648 0.806 5.029 0.164
H 8.883 2.081 4.857 0.344
```

=====

This record from the OMol25 dataset describes C26H50InN2O10 as an isolated structure in a non-equilibrium geometry. The level of theory is ωB97M-V/def2-TZVPD.

HOMO-LUMO gap   3.7 eV
F_max   0.10536 Eh/bohr
HOMO energy   -5.099 eV
Spin multiplicity   1
Charge   -1

```
89
Properties=species:S:1:pos:R:3:mulliken_charge:R:1
In 24.695 2.539 3.119 1.708
C 28.772 5.546 2.695 -1.294
C 27.562 4.547 2.698 0.784
O 27.140 4.054 1.616 -0.491
O 27.219 4.039 3.803 -0.596
H 29.062 5.818 3.710 0.321
H 28.384 6.378 2.108 0.325
H 29.698 5.144 2.284 0.312
C 23.294 1.632 -1.387 -1.230
C 23.526 2.238 -0.078 0.581
O 22.863 1.842 0.910 -0.458
O 24.525 3.062 -0.003 -0.498
H 24.051 0.966 -1.801 0.228
H 23.301 2.459 -2.097 0.387
H 22.265 1.278 -1.329 0.285
C 25.668 -0.355 6.993 -1.431
C 25.212 0.583 5.855 0.633
O 25.809 1.700 5.733 -0.570
O 24.183 0.351 5.208 -0.431
H 25.428 -1.409 6.852 0.349
H 25.296 -0.019 7.961 0.333
H 26.755 -0.427 6.968 0.387
C 24.119 7.644 2.745 -0.857
C 24.145 6.543 1.626 0.455
O 24.274 6.784 0.382 -0.722
O 24.081 5.384 2.133 -0.334
H 24.577 8.631 2.671 0.342
H 24.556 7.076 3.566 0.161
H 23.123 7.790 3.164 0.229
C 22.602 5.493 5.344 -1.573
C 21.395 4.646 5.002 2.024
C 20.753 5.342 3.835 -1.140
C 19.525 4.514 3.280 -1.010
C 19.999 3.075 2.921 -1.387
C 20.615 2.340 4.168 1.484
N 21.730 3.251 4.589 0.526
O 22.513 2.642 5.582 -0.345
C 19.465 1.876 5.197 -1.601
C 21.200 1.014 3.615 -1.078
C 20.481 4.704 6.234 -1.984
H 22.266 6.523 5.464 0.487
H 23.403 5.501 4.605 -0.094
H 23.097 5.158 6.255 0.399
H 20.212 6.242 4.128 0.417
H 21.433 5.526 3.003 0.149
H 19.185 4.903 2.320 0.555
H 18.657 4.399 3.929 0.367
H 20.770 3.201 2.161 0.064
H 19.346 2.398 2.370 0.631
H 18.500 2.374 5.103 0.354
H 19.129 0.856 5.011 0.466
H 19.718 1.925 6.256 0.330
H 22.285 0.954 3.534 -0.207
H 21.059 0.235 4.365 0.370
H 20.995 0.685 2.596 0.254
H 20.785 4.111 7.096 0.266
H 19.440 4.434 6.054 0.327
H 20.507 5.756 6.518 0.505
H 22.016 1.966 6.049 0.355
C 28.387 0.717 3.241 -1.626
C 27.913 -0.541 2.291 1.511
C 28.160 -1.788 3.149 -1.182
C 27.377 -3.024 2.708 -0.859
C 25.889 -2.569 2.706 -1.242
C 25.548 -1.452 1.732 1.573
N 26.461 -0.293 2.029 0.645
O 26.347 0.771 1.217 0.064
C 25.682 -1.970 0.263 -1.715
C 24.033 -1.040 1.928 -1.450
C 28.703 -0.518 0.986 -1.769
H 27.708 0.857 4.083 0.326
H 28.333 1.617 2.629 0.278
H 29.406 0.640 3.622 0.384
H 29.201 -2.057 2.968 0.463
H 27.919 -1.771 4.212 0.292
H 27.560 -3.946 3.260 0.449
H 27.705 -3.376 1.729 0.321
H 25.663 -2.261 3.727 0.261
H 25.434 -3.517 2.419 0.485
H 24.785 -2.375 -0.206 0.392
H 25.990 -1.169 -0.409 0.315
H 26.443 -2.742 0.148 0.310
H 23.816 -0.510 1.001 0.152
H 23.433 -1.946 1.847 0.444
H 23.842 -0.675 2.937 0.163
H 29.772 -0.727 1.037 0.408
H 28.676 0.401 0.400 0.289
H 28.241 -1.167 0.242 0.428
H 26.599 0.453 0.347 0.071
```

=====

This record from the OMol25 dataset describes C26H51AsN5OS2ScSi4 as an isolated structure. The level of theory is ωB97M-V/def2-TZVPD.

HOMO-LUMO gap (spin up / spin down)   5.3 / 4.7 eV
F_max   0.01847 Eh/bohr
HOMO energy (spin up / spin down)   -3.069 / -3.069 eV
Spin multiplicity   2
Charge   -1
Relative energy (zero: lowest compared OMol25 entry of this formula, charge and spin)   0.869 eV

```
91
Properties=species:S:1:pos:R:3:mulliken_charge:R:1
Sc 0.526 0.728 -0.601 0.298
C -2.920 3.394 -0.204 -1.705
C -1.515 2.870 -0.215 0.341
N -1.215 1.689 0.350 0.349
N -2.091 1.118 1.226 -0.291
C -1.656 0.171 2.066 0.156
N -2.604 -0.402 2.867 -0.537
S -0.039 -0.263 2.142 -0.334
C -0.420 3.531 -0.808 0.634
C -0.500 4.729 -1.566 -0.623
C 0.630 5.304 -2.071 -0.534
C 1.885 4.718 -1.804 -0.918
C 1.904 3.550 -1.083 -0.128
N 0.818 2.929 -0.614 -0.090
H -3.622 2.607 -0.492 0.318
H -3.200 3.768 0.786 0.337
H -3.041 4.213 -0.906 0.365
H -3.061 1.392 1.227 0.300
H -3.473 -0.612 2.392 0.251
H -2.231 -1.226 3.312 0.370
H -1.462 5.186 -1.746 0.248
H 0.564 6.199 -2.676 0.409
H 2.802 5.172 -2.150 0.430
H 2.846 3.061 -0.856 0.500
O 2.392 0.356 0.033 -0.458
N 3.117 -0.745 -0.117 0.724
C 4.422 -0.684 0.206 -0.294
C 5.257 -1.752 0.038 -0.919
C 4.720 -2.936 -0.485 -0.223
C 3.387 -2.994 -0.792 -1.023
C 2.535 -1.885 -0.608 -0.133
S 0.883 -1.910 -0.960 0.289
H 4.745 0.279 0.574 0.443
H 6.296 -1.667 0.316 0.398
H 5.358 -3.794 -0.654 0.411
H 2.935 -3.889 -1.195 0.456
C -5.848 -4.227 0.041 -1.135
Si -4.661 -2.892 -0.644 0.452
C -4.681 -3.196 -2.528 -0.785
C -5.631 -1.268 -0.351 -0.912
As -2.615 -2.720 0.406 0.123
Si -1.670 -4.635 -0.461 0.180
C -0.132 -5.068 0.578 -1.067
C -2.764 -6.199 -0.354 -1.252
C -1.178 -4.577 -2.306 -0.664
H -6.823 -4.216 -0.459 0.313
H -6.009 -4.081 1.112 0.268
H -5.414 -5.220 -0.091 0.249
H -5.685 -3.108 -2.953 0.421
H -4.314 -4.205 -2.736 0.230
H -4.026 -2.491 -3.045 -0.026
H -6.544 -1.218 -0.951 0.369
H -5.014 -0.399 -0.600 -0.070
H -5.916 -1.188 0.703 0.314
H -0.410 -5.681 1.438 0.353
H 0.333 -4.151 0.945 0.207
H 0.618 -5.618 -0.001 0.305
H -3.177 -6.308 0.651 0.313
H -2.203 -7.110 -0.592 0.368
H -3.603 -6.134 -1.052 0.270
H -0.968 -3.550 -2.609 -0.246
H -1.988 -4.954 -2.936 0.363
H -0.282 -5.170 -2.515 0.405
C 3.648 0.623 -2.950 -0.617
Si 2.042 0.538 -3.981 0.080
C 2.266 1.903 -5.299 -1.202
C 2.118 -1.084 -4.962 -1.066
C 0.538 0.905 -2.952 1.775
Si -1.120 0.548 -3.745 0.173
C -2.428 0.014 -2.478 0.131
C -1.727 2.193 -4.498 -0.999
C -1.248 -0.766 -5.108 -1.196
H 4.460 1.098 -3.507 0.496
H 3.991 -0.369 -2.642 0.169
H 3.471 1.216 -2.051 -0.106
H 3.153 1.744 -5.919 0.378
H 2.359 2.880 -4.814 0.272
H 1.399 1.951 -5.965 0.262
H 3.097 -1.177 -5.438 0.380
H 1.362 -1.106 -5.749 0.307
H 1.967 -1.958 -4.324 0.216
H 0.558 2.009 -2.954 -1.034
H -2.327 0.593 -1.560 -0.379
H -2.303 -1.036 -2.205 -0.560
H -3.446 0.150 -2.852 0.553
H -1.636 2.985 -3.747 0.148
H -2.765 2.168 -4.842 0.387
H -1.095 2.482 -5.343 0.236
H -0.888 -1.735 -4.753 0.321
H -0.673 -0.501 -5.999 0.335
H -2.293 -0.888 -5.401 0.379
```